# C23H22O4P

A gas-phase ion, C23H22O4P (charge -1) at a distorted geometry (ωB97M-V with the def2-TZVPD basis set, the Open Molecules 2025 dataset).

Values from the calculation:
**Structure (SMILES)**: CCOC(=O)[C@@H]([C@H]([O-])c1ccccc1)P(=O)(c1ccccc1)c1ccccc1
**Lowest unoccupied orbital energy**: 2.884 eV
**Charge**: -1
**Orbital gap**: 6.465 eV

Each line ends with the Löwdin charge.
Positions of all 50 atoms, in Å:
1 C -4.107 2.016 -2.473  -0.123
2 C -3.759 0.661 -2.361  -0.111
3 C -2.428 0.290 -2.232  -0.054
4 C -1.467 1.275 -2.094  -0.167
5 C -0.023 0.868 -1.727  -0.565
6 O 0.894 1.552 -2.271  -0.151
7 C -1.758 2.613 -2.303  -0.032
8 C -3.093 2.993 -2.430  -0.103
9 H -5.167 2.340 -2.531  0.090
10 H -4.550 -0.083 -2.433  0.087
11 H -2.156 -0.748 -2.259  0.103
12 H 0.068 -0.278 -1.932  0.110
13 H -0.953 3.333 -2.408  0.113
14 H -3.337 4.053 -2.548  0.090
15 C -3.815 2.281 2.062  -0.095
16 C -2.366 1.986 2.420  -0.170
17 O -1.764 1.557 1.085  -0.014
18 C -0.450 1.307 1.020  -0.492
19 C 0.067 0.454 -0.132  -0.190
20 P 1.815 0.190 0.197  0.766
21 C 2.188 -0.722 1.731  -0.247
22 C 1.233 -1.417 2.480  -0.099
23 C 1.559 -2.081 3.680  -0.094
24 C 2.879 -2.042 4.184  -0.106
25 C 3.856 -1.320 3.460  -0.095
26 C 3.504 -0.669 2.261  -0.060
27 C 2.031 -1.204 -0.990  -0.268
28 C 1.349 -2.412 -0.837  -0.097
29 C 1.483 -3.419 -1.802  -0.098
30 C 2.315 -3.214 -2.915  -0.108
31 C 2.982 -1.992 -3.081  -0.085
32 C 2.827 -0.985 -2.123  -0.062
33 O 2.788 1.289 0.002  -0.307
34 O 0.283 1.679 1.920  0.065
35 H -4.455 2.643 2.890  0.074
36 H -3.808 3.049 1.271  0.079
37 H -4.275 1.366 1.655  0.077
38 H -1.883 2.879 2.843  0.114
39 H -2.310 1.185 3.174  0.117
40 H -0.474 -0.525 -0.039  0.128
41 H 0.189 -1.451 2.149  0.102
42 H 0.765 -2.628 4.219  0.097
43 H 3.137 -2.558 5.121  0.092
44 H 4.893 -1.261 3.856  0.101
45 H 4.267 -0.077 1.743  0.106
46 H 0.714 -2.586 0.037  0.095
47 H 0.940 -4.361 -1.672  0.093
48 H 2.426 -3.996 -3.666  0.088
49 H 3.624 -1.810 -3.954  0.099
50 H 3.322 -0.021 -2.248  0.111


# C3H4BrF3O

2 unconnected molecules or ions with the total composition C3H4BrF3O at a distorted geometry (ωB97M-V with the def2-TZVPD basis set, the Open Molecules 2025 dataset).

Values from the calculation:
**Energy above the lowest of the compared OMol25 structures with the same formula, charge and spin**: 4.265 eV
**Lowest unoccupied orbital energy (spin up / spin down)**: 0.476 / -0.094 eV
**Orbital gap (spin up / spin down)**: 9.610 / 7.702 eV

Each line ends with the Löwdin charge.
Positions of all 12 atoms, in Å:
1 C 0.991 0.350 -0.565  -0.044
2 C -1.376 -1.113 0.076  -0.736
3 C 0.805 1.498 0.488  -0.387
4 O -0.913 -2.243 0.630  -0.044
5 F 2.147 -0.307 -0.355  -0.001
6 F 1.228 2.747 0.121  0.028
7 F -0.508 1.598 0.600  0.047
8 Br -2.017 -1.061 -1.639  0.751
9 H 0.896 0.535 -1.564  0.074
10 H -1.907 -0.473 0.768  0.054
11 H 1.419 1.340 1.494  0.189
12 H -0.765 -2.872 -0.054  0.068


# C2H6BrFSi

C2H6BrFSi in the gas phase at a distorted geometry (ωB97M-V with the def2-TZVPD basis set, the Open Molecules 2025 dataset).

Values from the calculation:
**Structure (SMILES)**: C[Si](C)(F)Br
**Energy above the lowest of the compared OMol25 structures with the same formula, charge and spin**: 0.277 eV
**Lowest unoccupied orbital energy**: 0.714 eV
**Orbital gap**: 11.141 eV

Each line ends with the Löwdin charge.
Positions of all 11 atoms, in Å:
1 C 0.381 0.833 -1.541  -0.212
2 C 0.266 -0.572 1.625  -0.180
3 F -0.625 -1.826 -0.719  -0.216
4 Si -0.369 -0.302 -0.171  0.157
5 Br -2.490 0.356 0.139  0.347
6 H 0.526 1.898 -1.163  0.051
7 H 1.429 0.522 -1.905  0.056
8 H -0.149 0.884 -2.434  -0.014
9 H -0.353 -1.173 2.177  0.001
10 H 1.202 -0.911 1.737  -0.020
11 H 0.183 0.291 2.256  0.029


# C6H12O

2 unconnected molecules or ions with the total composition C6H12O (ωB97M-V with the def2-TZVPD basis set, the Open Molecules 2025 dataset).

Values from the calculation:
**Structure (SMILES)**: CCC(C)=O.C=C
**Energy above the lowest of the compared OMol25 structures with the same formula, charge and spin**: 1.207 eV
**Lowest unoccupied orbital energy**: 0.942 eV
**Orbital gap**: 10.445 eV

Each line ends with the Löwdin charge.
Positions of all 19 atoms, in Å:
1 C -0.556 -1.504 -0.614  -0.111
2 C -0.083 -0.178 -1.215  -0.190
3 C -2.020 0.925 1.492  -0.095
4 C -1.092 1.873 1.552  -0.079
5 O 1.362 1.532 -0.383  0.059
6 C 1.218 0.354 -0.637  -0.455
7 C 2.338 -0.641 -0.416  -0.020
8 H -1.579 -1.724 -0.935  0.074
9 H 0.076 -2.343 -0.926  0.071
10 H -0.557 -1.464 0.481  0.071
11 H -0.833 0.605 -1.080  0.092
12 H -2.203 0.244 2.320  0.048
13 H -2.638 0.784 0.607  0.049
14 H -0.471 2.011 2.434  0.055
15 H -0.892 2.541 0.719  0.051
16 H 0.071 -0.297 -2.297  0.123
17 H 2.072 -1.339 0.386  0.084
18 H 2.509 -1.239 -1.319  0.088
19 H 3.249 -0.107 -0.142  0.083


# C3H3FO2

C3H3FO2 in the gas phase at a distorted geometry (ωB97M-V with the def2-TZVPD basis set, the Open Molecules 2025 dataset).

Values from the calculation:
**Structure (SMILES)**: O=C/C(F)=C/O
**Energy above the lowest of the compared OMol25 structures with the same formula, charge and spin**: 2.330 eV
**Lowest unoccupied orbital energy (spin up / spin down)**: -0.417 / -0.417 eV
**Orbital gap (spin up / spin down)**: 8.722 / 8.722 eV

Each line ends with the Löwdin charge.
Positions of all 9 atoms, in Å:
1 C 0.909 -0.170 0.050  -0.012
2 C -1.414 0.926 -0.115  -0.318
3 C -0.634 -0.247 0.022  -0.172
4 O -2.576 1.199 -0.006  0.059
5 O 1.496 -1.364 -0.123  0.071
6 F -1.091 -1.538 -0.049  0.046
7 H 1.583 0.595 0.370  0.115
8 H -0.656 1.812 -0.213  0.137
9 H 2.383 -1.213 0.065  0.074


# C39H51BrF15N3O13S

6 unconnected molecules or ions with the total composition C39H51BrF15N3O13S at a distorted geometry (ωB97M-V with the def2-TZVPD basis set, the Open Molecules 2025 dataset).

Values from the calculation:
**Structure (SMILES)**: CCOC(=O)CCCc1c(N=C(C)C)c(Br)c(CCCOC)c2nsnc12.CCOC(=O)C(F)(F)F.CCOC(=O)C(F)(F)F.CCOC(=O)C(F)(F)F.CCOC(=O)C(F)(F)F.CCOC(=O)C(F)(F)F
**Lowest unoccupied orbital energy**: -1.098 eV
**Orbital gap**: 7.060 eV

Each line ends with the Löwdin charge.
Positions of all 123 atoms, in Å:
1 C 6.569 -0.782 1.542  -0.078
2 C 6.100 -0.296 0.065  -0.209
3 O 5.901 1.141 -0.046  -0.125
4 C 6.896 1.868 0.678  -0.368
5 O 8.103 1.825 0.322  0.049
6 C 6.575 2.744 2.011  -0.080
7 C 4.992 2.916 2.276  -0.192
8 C 4.395 4.340 1.818  -0.152
9 C 2.827 4.265 1.405  -0.064
10 C 2.319 3.521 0.135  -0.193
11 N 3.282 2.834 -0.755  0.066
12 C 3.727 3.634 -1.713  -0.302
13 C 5.010 3.070 -2.549  -0.034
14 C 3.134 5.084 -2.071  -0.034
15 C 0.784 3.438 -0.297  -0.433
16 Br 0.353 2.446 -1.974  0.718
17 C -0.305 4.148 0.571  -0.112
18 C -1.853 4.154 0.187  -0.179
19 C -2.548 2.708 0.150  -0.194
20 C -2.514 1.903 1.543  -0.208
21 O -3.837 1.529 2.043  -0.236
22 C -4.521 0.653 1.111  -0.126
23 C 0.262 4.904 1.854  -0.210
24 N -0.634 5.640 2.730  -0.273
25 S 0.362 6.308 3.971  0.893
26 N 1.951 5.786 3.513  -0.277
27 C 1.786 5.002 2.314  -0.229
28 H 6.051 -0.169 2.368  0.085
29 H 6.210 -1.870 1.698  0.088
30 H 7.708 -0.705 1.572  0.084
31 H 6.779 -0.718 -0.764  0.131
32 H 5.063 -0.780 -0.104  0.122
33 H 6.989 2.136 2.894  0.122
34 H 7.150 3.736 1.992  0.130
35 H 4.385 2.091 1.760  0.108
36 H 4.834 2.826 3.416  0.118
37 H 4.997 4.799 0.946  0.116
38 H 4.432 5.032 2.743  0.110
39 H 4.743 3.205 -3.659  0.076
40 H 5.891 3.749 -2.253  0.089
41 H 5.242 1.978 -2.287  0.077
42 H 3.586 5.437 -3.071  0.066
43 H 1.989 5.097 -2.179  0.076
44 H 3.483 5.812 -1.241  0.102
45 H -1.917 4.573 -0.893  0.120
46 H -2.484 4.839 0.850  0.117
47 H -2.090 2.000 -0.645  0.066
48 H -3.637 2.881 -0.213  0.123
49 H -1.970 2.504 2.371  0.131
50 H -1.893 0.928 1.435  0.128
51 H -5.089 -0.184 1.638  0.083
52 H -5.327 1.301 0.580  0.094
53 H -3.840 0.275 0.252  0.106
54 C 1.301 -1.044 -1.865  -0.085
55 C 1.341 -2.527 -2.177  -0.205
56 O 1.723 -3.278 -1.013  0.018
57 C 0.739 -3.539 -0.126  -0.367
58 O -0.404 -3.182 -0.259  0.167
59 C 1.271 -4.383 1.029  -0.509
60 F 2.457 -3.934 1.494  0.150
61 F 1.467 -5.669 0.662  0.152
62 F 0.435 -4.409 2.083  0.158
63 H 2.257 -0.713 -1.449  0.080
64 H 1.089 -0.466 -2.767  0.058
65 H 0.535 -0.818 -1.121  0.070
66 H 2.099 -2.719 -2.940  0.126
67 H 0.386 -2.882 -2.574  0.120
68 C 9.753 7.096 -6.463  -0.062
69 C 9.349 6.618 -5.082  -0.204
70 O 7.921 6.644 -4.933  0.021
71 C 7.253 5.587 -5.442  -0.362
72 O 7.780 4.657 -5.999  0.168
73 C 5.758 5.719 -5.170  -0.498
74 F 5.291 6.960 -5.427  0.159
75 F 5.455 5.459 -3.877  0.101
76 F 5.014 4.876 -5.912  0.158
77 H 9.329 8.083 -6.667  0.084
78 H 10.840 7.153 -6.550  0.084
79 H 9.378 6.423 -7.238  0.078
80 H 9.756 7.295 -4.327  0.126
81 H 9.745 5.622 -4.868  0.127
82 C -8.709 -2.061 4.721  -0.056
83 C -8.962 -3.090 3.638  -0.205
84 O -9.127 -2.452 2.361  0.024
85 C -7.990 -2.120 1.714  -0.364
86 O -6.882 -2.324 2.143  0.157
87 C -8.310 -1.501 0.356  -0.507
88 F -9.303 -0.589 0.422  0.154
89 F -8.708 -2.430 -0.541  0.155
90 F -7.253 -0.871 -0.191  0.150
91 H -9.502 -1.308 4.730  0.085
92 H -8.663 -2.537 5.703  0.071
93 H -7.769 -1.530 4.550  0.079
94 H -9.894 -3.620 3.847  0.119
95 H -8.167 -3.840 3.599  0.125
96 C -7.970 -6.162 9.345  -0.062
97 C -7.630 -6.927 8.081  -0.203
98 O -8.824 -7.262 7.355  0.025
99 C -9.334 -6.288 6.573  -0.359
100 O -8.855 -5.188 6.461  0.155
101 C -10.564 -6.794 5.825  -0.508
102 F -11.405 -7.488 6.620  0.156
103 F -10.230 -7.620 4.809  0.158
104 F -11.291 -5.797 5.283  0.153
105 H -8.685 -6.724 9.953  0.085
106 H -7.071 -5.977 9.937  0.084
107 H -8.435 -5.202 9.112  0.077
108 H -7.146 -7.871 8.342  0.127
109 H -6.933 -6.371 7.448  0.127
110 C -1.110 -6.319 -4.352  -0.059
111 C 0.231 -5.925 -4.941  -0.204
112 O 0.082 -5.532 -6.312  0.022
113 C -0.333 -4.261 -6.522  -0.358
114 O -0.581 -3.471 -5.642  0.156
115 C -0.398 -3.963 -8.017  -0.510
116 F -0.982 -4.958 -8.719  0.154
117 F 0.832 -3.792 -8.550  0.155
118 F -1.094 -2.844 -8.296  0.158
119 H -1.583 -7.094 -4.960  0.085
120 H -0.989 -6.693 -3.333  0.083
121 H -1.796 -5.469 -4.329  0.078
122 H 0.902 -6.787 -4.929  0.127
123 H 0.711 -5.134 -4.359  0.115


| no. | E_tot (Ha) |
| --- | --- |
| 1 | -1531.9849 |
| 2 | -3065.4056 |
| 3 | -3043.2857 |
| 4 | -311.0149 |
| 5 | -366.3625 |
| 6 | -7129.0257 |